1.
Entry from OMol25: 2 unconnected molecules or ions with the total composition C6H11INO2 at a distorted geometry (the ωB97M-V functional and the def2-TZVPD basis).

Geometry as XYZ:
```
21
Properties=species:S:1:pos:R:3
C -0.39 1.06 2.51
C 0.47 -1.25 -0.37
C -1.94 -0.41 0.28
C -0.28 1.09 -0.82
C 0.28 0.35 1.40
C -0.40 -0.08 0.11
N 3.32 1.06 0.88
O -1.16 1.90 2.90
O -0.12 -0.24 2.71
I 4.36 -0.78 0.67
H 1.49 -1.31 -0.02
H 0.03 -2.28 0.09
H 0.36 -1.33 -1.41
H -2.25 -0.45 -0.67
H -2.53 0.30 0.74
H -1.97 -1.29 0.85
H -0.83 0.91 -1.64
H -0.52 2.03 -0.42
H 0.70 1.34 -1.09
H 1.39 0.65 1.47
H 4.01 1.82 1.02
```

Computed properties:
Energy above the lowest of the compared OMol25 structures with the same formula, charge and spin ... 92.41 kcal/mol
Net charge ... -1
Total energy ... -738.05350 Ha
HOMO energy ... -2.84 eV
Gap between HOMO and LUMO ... 6.11 eV

Results of the natural (NBO) charge analysis, in e, for atoms 1 through 6: 0.7783 -0.5975 -0.5972 -0.6099 -0.0608 -0.0798

***

2.
Entry from OMol25: a molecular structure, C6H11INO2 at a distorted geometry (the ωB97M-V functional and the def2-TZVPD basis).

Geometry as XYZ:
```
21
Properties=species:S:1:pos:R:3
C 0.01 0.89 -0.34
C -1.30 -1.96 -0.20
C 0.11 -1.87 0.11
C 0.61 -0.17 1.98
C -0.14 3.27 -0.76
C 0.69 -0.16 0.50
N -0.30 -2.00 -1.24
O -0.54 0.56 -1.39
O 0.23 2.12 0.06
I 2.75 -0.12 0.02
H -1.74 -2.94 0.07
H -1.75 -0.97 -0.09
H 0.85 -2.50 0.52
H 1.08 -1.08 2.37
H 1.04 0.74 2.46
H -0.47 -0.27 2.16
H 0.70 3.52 -1.54
H -0.42 4.07 -0.03
H -1.05 2.89 -1.30
H -0.10 -2.91 -1.61
H -0.25 -1.09 -1.75
```

Computed properties:
Energy above the lowest of the compared OMol25 structures with the same formula, charge and spin ... 11.55 kcal/mol
Net charge ... +1
Total energy ... -737.67706 Ha
Multiplicity ... 3
Expectation value of S² ... 2.006
HOMO energy (spin up / spin down) ... -9.37 / -13.90 eV
Gap between HOMO and LUMO (spin up / spin down) ... 6.48 / 6.52 eV

Results of the natural (NBO) charge analysis, in e, for atoms 1 through 6: 0.7088 -0.2497 -0.0568 -0.6838 -0.2790 -0.3399

***

3.
Entry from OMol25: a molecular structure, C6H11IO4SSn at a distorted geometry (the ωB97M-V functional and the def2-TZVPD basis).

Geometry as XYZ:
```
24
Properties=species:S:1:pos:R:3
C -0.97 0.28 -2.68
C 0.24 0.29 -1.73
C -0.06 1.17 -0.51
I 1.34 2.73 -0.16
C -0.43 0.39 0.78
C 0.57 0.18 1.89
S 2.16 -0.60 1.46
O 2.02 -1.20 0.17
O 2.43 -1.42 2.59
O -1.19 -0.72 0.37
C -0.91 -2.08 0.83
O -0.80 -2.90 0.01
H -1.83 -0.13 -2.14
H -0.78 -0.31 -3.57
H -1.24 1.30 -2.97
H 1.11 0.68 -2.26
H 0.45 -0.74 -1.47
H -0.99 1.74 -0.78
H -1.26 1.10 1.20
H 0.81 1.16 2.30
H 0.18 -0.38 2.73
H 3.03 0.43 1.50
H -0.87 -2.26 1.90
Sn -3.03 1.29 0.53
```

Computed properties:
Net charge ... +2
Total energy ... -1445.51256 Ha
HOMO energy ... -16.97 eV
Gap between HOMO and LUMO ... 5.48 eV

Results of the natural (NBO) charge analysis, in e, for atoms 1 through 6: -0.5885 -0.4710 -0.3668 0.3106 0.2131 -0.7788